Entry i
This record from the OMol25 dataset describes C34H47BaN9P2 as an isolated structure. The level of theory is the ωB97M-V functional and the def2-TZVPD basis.

ORCA input file:
```
! RIJCOSX wB97M-V def2-TZVPD def2/J DEFGRID3
* xyz 0 1
Ba 0.49258 0.13311 0.38585
C 3.27974 -2.98135 -3.84728
N 2.59650 -2.76979 -2.58635
C 2.21179 -3.74267 -1.70966
C 1.60755 -3.09801 -0.66959
N 1.61139 -1.75444 -0.88773
C 2.20255 -1.57091 -2.05552
P 2.54161 -0.05114 -2.95442
C 3.01434 1.06019 -1.58157
N 2.74676 0.91493 -0.28838
C 3.66245 1.65158 0.39251
C 4.51457 2.25555 -0.48819
N 4.11666 1.86713 -1.73423
C 4.72467 2.28820 -2.98022
C 0.80447 0.33808 -3.42530
N -0.25518 -0.38211 -3.07493
C -1.20164 -0.15160 -4.01945
C -0.73205 0.72351 -4.96067
N 0.54757 1.01841 -4.59472
C 1.45819 1.90479 -5.28605
H 3.47456 -4.04270 -3.97287
H 4.22853 -2.44732 -3.86694
H 2.67062 -2.63730 -4.68290
H 2.38918 -4.78499 -1.91135
H 1.18036 -3.50983 0.23165
H 3.64360 1.68946 1.47046
H 5.36441 2.90024 -0.34182
H 5.59223 2.90417 -2.76127
H 4.02547 2.86653 -3.58326
H 5.04833 1.42573 -3.56260
H -2.17794 -0.60659 -3.96569
H -1.18696 1.14573 -5.84074
H 1.00792 2.22444 -6.22163
H 2.39475 1.38881 -5.50279
H 1.67850 2.78784 -4.68503
N 0.11375 2.29093 -1.09745
C -1.20529 2.91713 -1.15392
C -2.27435 1.83544 -1.12690
N -2.15667 1.06374 0.10433
C -3.13460 -0.01473 0.22878
C -2.70073 -1.22895 -0.58635
N -1.42802 -1.72303 -0.06412
H 0.84190 2.99301 -1.02688
H 0.28251 1.76684 -1.94907
H -1.34744 3.55448 -2.03548
H -1.32007 3.54517 -0.26748
H -2.11603 1.17090 -1.97681
H -3.27128 2.28609 -1.24718
H -2.26415 1.69185 0.89632
H -4.14027 0.30144 -0.08470
H -3.17079 -0.30677 1.28036
H -2.55052 -0.94104 -1.62787
H -3.49564 -1.98324 -0.56281
H -1.01646 -2.38714 -0.71211
H -1.57455 -2.20054 0.82195
C -0.93936 3.93730 2.62270
P 0.67172 3.62632 1.78480
C 1.78404 3.54767 3.24727
C 1.05517 5.35944 1.24288
H -0.83682 4.69028 3.40496
H -1.28615 3.00295 3.06891
H -1.67988 4.28097 1.89612
H 1.54011 4.31654 3.98197
H 2.81638 3.68463 2.91615
H 1.69291 2.55859 3.69959
H 0.86149 6.07443 2.04452
H 0.44726 5.62823 0.37584
H 2.10782 5.42036 0.95917
C -0.06156 -0.15858 2.86526
C -0.41975 -0.23917 4.05093
C -0.87006 -0.32762 5.38470
C -1.22852 0.89102 6.07715
C -2.18180 0.94403 7.12213
C -2.52595 2.13764 7.72974
C -1.95359 3.34182 7.32928
C -1.03131 3.32033 6.28910
C -0.68013 2.13071 5.67752
C -0.98073 -1.64691 5.97393
C -0.91355 -1.87362 7.36804
C -1.01996 -3.14448 7.90292
C -1.17708 -4.25612 7.08072
C -1.19245 -4.06522 5.70372
C -1.08926 -2.79674 5.16056
H -2.67792 0.03407 7.43042
H -3.26556 2.13655 8.52373
H -2.22544 4.27330 7.81162
H -0.57707 4.25172 5.96175
H 0.04889 2.11458 4.87825
H -0.74265 -1.03364 8.02732
H -0.95993 -3.27605 8.97834
H -1.27101 -5.24923 7.50424
H -1.28770 -4.92528 5.04788
H -1.09317 -2.65898 4.08561
*
```

The calculation puts the LUMO energy at -0.7 eV. The gap between HOMO and LUMO is 2.44 eV.



Entry ii
This record from the OMol25 dataset describes C34H47BaN9P2 as an isolated structure. The level of theory is the ωB97M-V functional and the def2-TZVPD basis.

ORCA input file:
```
! RIJCOSX wB97M-V def2-TZVPD def2/J DEFGRID3
* xyz 0 1
Ba -0.42643 -0.26076 -0.43901
C -5.38890 1.74617 -2.97518
N -4.48181 0.74038 -2.46197
C -4.58168 -0.60912 -2.68772
C -3.51938 -1.17779 -2.04922
N -2.77778 -0.20471 -1.43985
C -3.36432 0.95084 -1.70746
P -2.97055 2.62770 -1.03355
C -1.28319 2.78783 -1.71330
N -0.25093 1.96908 -1.48004
C 0.87983 2.65761 -1.82195
C 0.55782 3.91017 -2.25092
N -0.81212 3.99982 -2.17047
C -1.62088 5.11991 -2.57529
C -2.65504 2.15317 0.66398
N -1.82050 1.21028 1.13660
C -1.74054 1.41789 2.48746
C -2.49893 2.48656 2.86207
N -3.07918 2.96429 1.70978
C -4.00288 4.05555 1.59474
H -6.15960 1.25819 -3.56710
H -4.86246 2.45906 -3.60744
H -5.86123 2.29298 -2.16024
H -5.37718 -1.03248 -3.27700
H -3.22629 -2.21497 -1.99635
H 1.85143 2.19570 -1.73117
H 1.16131 4.72559 -2.61258
H -0.98892 5.87010 -3.04478
H -2.12643 5.56491 -1.71362
H -2.38329 4.80406 -3.28823
H -1.15753 0.76009 3.11821
H -2.66790 2.94967 3.81979
H -4.25586 4.42582 2.58584
H -4.91404 3.72979 1.08724
H -3.56955 4.87397 1.00950
N 1.34686 1.33966 1.27411
C 2.41410 0.73122 2.06136
C 2.07846 -0.73366 2.34593
N 1.76740 -1.48231 1.13485
C 2.91026 -1.98273 0.37223
C 3.38182 -1.02655 -0.72276
N 2.27152 -0.71101 -1.61895
H 1.63245 2.23036 0.88419
H 0.54220 1.52846 1.86299
H 2.59264 1.23431 3.02090
H 3.34357 0.78476 1.49513
H 1.18536 -0.75899 2.97910
H 2.90968 -1.17757 2.91492
H 1.18349 -2.27197 1.38519
H 2.59246 -2.90193 -0.12540
H 3.76055 -2.21915 1.02829
H 4.22654 -1.50615 -1.23516
H 3.75055 -0.09576 -0.28967
H 1.88996 -1.57273 -2.00902
H 2.59399 -0.15200 -2.40079
C -1.69239 -2.38996 3.82162
P -1.83549 -2.06562 2.00604
C -3.60340 -1.56615 1.94420
C -2.00097 -3.79808 1.41160
H -2.46658 -3.08220 4.15805
H -1.79240 -1.45277 4.37158
H -0.71291 -2.81693 4.04481
H -4.23005 -2.28644 2.47429
H -3.91296 -1.50858 0.89934
H -3.72256 -0.57869 2.39136
H -2.80807 -4.32202 1.92771
H -1.06324 -4.33336 1.57121
H -2.19001 -3.78287 0.33712
C -0.22449 -2.48768 -1.59309
C -0.14382 -3.48145 -2.32776
C -0.07173 -4.61561 -3.15243
C -0.49552 -5.89144 -2.59849
C -1.04229 -6.91468 -3.39288
C -1.47365 -8.10389 -2.83544
C -1.37611 -8.31895 -1.46591
C -0.86197 -7.31037 -0.66035
C -0.43836 -6.11650 -1.21188
C 0.40770 -4.45701 -4.51314
C 1.01234 -5.51079 -5.22388
C 1.48138 -5.33242 -6.51154
C 1.36730 -4.09900 -7.14095
C 0.80175 -3.03697 -6.44456
C 0.34043 -3.20631 -5.15344
H -1.16017 -6.75246 -4.45608
H -1.90626 -8.86780 -3.46997
H -1.70448 -9.25572 -1.03469
H -0.79698 -7.46194 0.41072
H -0.04860 -5.32645 -0.58233
H 1.14268 -6.46769 -4.73643
H 1.95629 -6.15773 -7.02804
H 1.72046 -3.96623 -8.15528
H 0.72456 -2.06638 -6.91985
H -0.09314 -2.37425 -4.61228
*
```

The calculation puts the LUMO energy at -0.8 eV. The gap between HOMO and LUMO is 2.30 eV.



Entry iii
This record from the OMol25 dataset describes C34H47BaN9P2 as an isolated structure. The level of theory is the ωB97M-V functional and the def2-TZVPD basis.

ORCA input file:
```
! RIJCOSX wB97M-V def2-TZVPD def2/J DEFGRID3
* xyz 0 1
Ba 0.34496 0.63870 -0.26265
C 3.67905 -0.42141 -4.84434
N 3.34723 0.33885 -3.64537
C 4.18449 1.24494 -3.04687
C 3.52146 1.72029 -1.94269
N 2.31595 1.11028 -1.88284
C 2.21324 0.26403 -2.89211
P 0.79086 -0.87520 -3.37007
C -0.73002 0.22714 -3.27759
N -0.97923 1.22357 -2.44093
C -1.99026 1.97044 -2.93188
C -2.37422 1.42995 -4.13563
N -1.56173 0.35263 -4.35712
C -1.65397 -0.52327 -5.51948
C 0.74663 -2.04703 -1.90335
N 1.19900 -1.79504 -0.67843
C 1.31638 -2.96610 -0.01689
C 0.97016 -3.98460 -0.86678
N 0.64039 -3.39815 -2.05440
C 0.18819 -4.11588 -3.23753
H 4.67502 -0.12639 -5.16102
H 2.96945 -0.20233 -5.63966
H 3.67462 -1.48911 -4.63372
H 5.15333 1.47156 -3.45631
H 3.82563 2.45967 -1.22253
H -2.37222 2.83353 -2.41269
H -3.13254 1.71701 -4.84329
H -2.53139 -0.23155 -6.08914
H -1.76402 -1.55913 -5.20538
H -0.76741 -0.42621 -6.14334
H 1.65065 -3.01425 1.00523
H 0.93392 -5.05246 -0.73719
H 0.25282 -5.18130 -3.03590
H 0.81774 -3.87354 -4.09198
H -0.84646 -3.86175 -3.46525
N -2.39924 -1.77594 -1.03020
C -3.59330 -1.42132 -0.24238
C -3.62685 0.06624 0.06486
N -2.50435 0.49492 0.87676
C -2.61029 0.13038 2.28676
C -1.67997 -0.99949 2.68114
N -0.30111 -0.58763 2.43623
H -2.36116 -2.77880 -1.17234
H -2.47422 -1.34367 -1.94627
H -4.52498 -1.69170 -0.75540
H -3.56944 -1.98714 0.69027
H -3.61068 0.61679 -0.88329
H -4.58907 0.29761 0.54683
H -2.41814 1.50216 0.82398
H -2.35000 1.01441 2.87825
H -3.64439 -0.13568 2.54456
H -1.88166 -1.24351 3.73340
H -1.87257 -1.89978 2.09003
H -0.08429 0.29288 2.90226
H 0.32673 -1.30855 2.77219
C 4.60029 -0.83461 1.22349
P 3.12035 0.10963 1.77301
C 3.87886 1.74895 2.04121
C 3.00005 -0.48809 3.49767
H 5.44997 -0.70447 1.89892
H 4.89517 -0.49874 0.22707
H 4.36951 -1.89968 1.15590
H 4.67722 1.71183 2.78694
H 3.10343 2.44938 2.35678
H 4.29752 2.12063 1.10496
H 3.95864 -0.41010 4.01637
H 2.67389 -1.52979 3.52426
H 2.26277 0.10726 4.03886
C 0.14813 2.52018 1.53820
C -0.67647 3.03748 2.30308
C -1.72540 3.46269 3.15529
C -3.03442 3.54715 2.58190
C -4.24899 3.43925 3.31568
C -5.48501 3.45962 2.70519
C -5.62726 3.59438 1.32221
C -4.45800 3.70885 0.57615
C -3.21270 3.68550 1.17623
C -1.42384 3.70977 4.55089
C -2.17950 4.57592 5.36919
C -1.84360 4.82240 6.68754
C -0.73004 4.22670 7.27226
C 0.04172 3.38208 6.48195
C -0.29212 3.13184 5.16354
H -4.20331 3.29201 4.38710
H -6.36988 3.35370 3.32486
H -6.60241 3.62188 0.85458
H -4.51873 3.83220 -0.50255
H -2.31660 3.81356 0.57436
H -3.03275 5.08844 4.94355
H -2.45453 5.50850 7.26439
H -0.46816 4.42179 8.30409
H 0.92125 2.90539 6.90274
H 0.32715 2.47204 4.56537
*
```

The calculation puts the LUMO energy at -0.6 eV. The gap between HOMO and LUMO is 2.88 eV.



Computed energies relative to the best structure, in eV: entry i 0.821; entry ii 0.604; entry iii 0.000



Entry i
This record from the OMol25 dataset describes C43H38BrN2OP2RhS3Sb as an isolated structure. The level of theory is the ωB97M-V functional and the def2-TZVPD basis.

ORCA input file:
```
! RIJCOSX wB97M-V def2-TZVPD def2/J DEFGRID3
* xyz -1 1
Rh 0.27717 1.76258 1.68545
C -0.22328 -2.32119 1.10718
N -0.22782 -2.97405 -0.19260
C -0.02822 -2.23352 -1.40680
P -0.44239 -0.42959 -1.11920
C -2.23850 -0.69713 -0.85168
C -3.06199 -1.36876 -1.75540
C -4.40858 -1.54595 -1.47667
C -4.95302 -1.07642 -0.28944
C -4.13728 -0.43065 0.62800
C -2.79313 -0.24450 0.34401
C -0.28392 0.00664 -2.88770
C 0.99439 -0.06692 -3.44645
C 1.21507 0.33458 -4.75357
C 0.16843 0.83569 -5.51659
C -1.09428 0.94731 -4.95615
C -1.32073 0.54391 -3.64827
C -0.42126 -4.33501 -0.24545
C -0.93478 -5.04887 0.85092
C -1.12237 -6.41800 0.78274
C -0.81060 -7.12783 -0.36721
C -0.30250 -6.43597 -1.45689
C -0.10593 -5.06750 -1.40371
P 0.62246 -0.63792 1.39622
C 1.10525 -1.21401 3.10284
C 2.42151 -1.35092 3.53105
C 2.69625 -1.73095 4.83545
C 1.66180 -1.98437 5.72322
C 0.34616 -1.84802 5.30761
C 0.07190 -1.45578 4.00639
C 2.21628 -0.82960 0.52231
C 2.76977 -2.05453 0.15805
C 3.95044 -2.09593 -0.56925
C 4.59757 -0.92380 -0.93449
C 4.06780 0.30091 -0.55181
C 2.88537 0.34092 0.16659
H 0.28998 -2.99084 1.79946
H -1.24810 -2.18399 1.48277
H -0.66301 -2.63747 -2.20184
H 1.01321 -2.30034 -1.75278
H -2.66205 -1.74905 -2.68769
H -5.04075 -2.05626 -2.19311
H -6.00690 -1.21160 -0.08090
H -4.53683 -0.06377 1.56536
H -2.16321 0.27805 1.05555
H 1.82071 -0.43186 -2.84522
H 2.20942 0.26904 -5.17748
H 0.34417 1.14551 -6.53880
H -1.91026 1.36238 -5.53472
H -2.30745 0.65458 -3.21835
H -1.21782 -4.53365 1.75747
H -1.52721 -6.93973 1.64103
H -0.96233 -8.19784 -0.41729
H -0.04641 -6.96913 -2.36441
H 0.30985 -4.56517 -2.26566
H 3.23421 -1.13907 2.84949
H 3.72636 -1.82256 5.15719
H 1.87868 -2.26475 6.74623
H -0.46300 -2.04325 6.00021
H -0.95734 -1.32905 3.68796
H 2.27726 -2.97896 0.43296
H 4.36154 -3.05441 -0.86090
H 5.51940 -0.96663 -1.50074
H 4.57458 1.21907 -0.82156
H 2.46466 1.29073 0.48015
S -0.07768 4.00896 5.86287
Sb 0.06495 1.83389 5.12886
S -1.53456 1.82229 3.25635
S 1.83043 1.86741 3.39326
O -0.62025 1.95071 -0.43459
N -1.15474 2.98613 -1.04047
C -0.42884 3.69451 -1.93329
C -1.02184 4.63477 -2.73316
C -2.38597 4.88386 -2.62711
C -3.09646 4.18857 -1.65366
C -2.46884 3.25696 -0.86948
H 0.61302 3.42753 -1.99093
H -0.41723 5.16447 -3.45491
H -2.87334 5.59507 -3.27641
H -4.15197 4.37408 -1.51421
H -2.95680 2.68694 -0.09254
Br 2.56960 8.06174 0.97433
C 1.79014 6.32049 1.12210
C 0.87375 6.06734 2.12602
C 0.34576 4.78842 2.25180
C 0.72725 3.76321 1.38772
C 1.63897 4.06406 0.37699
C 2.17366 5.33959 0.22928
H 0.59124 6.84516 2.82258
H -0.35290 4.60530 3.05969
H 1.96414 3.30393 -0.32942
H 2.89011 5.54978 -0.55472
*
```

The calculation puts the LUMO energy at 1.6 eV. The gap between HOMO and LUMO is 5.00 eV.



Entry ii
This record from the OMol25 dataset describes C43H38BrN2OP2RhS3Sb as an isolated structure. The level of theory is the ωB97M-V functional and the def2-TZVPD basis.

ORCA input file:
```
! RIJCOSX wB97M-V def2-TZVPD def2/J DEFGRID3
* xyz -1 1
Rh -0.27163 -2.37375 0.40404
C -1.96119 1.51109 0.69301
N -1.37587 2.68112 0.03532
C -0.21788 2.64624 -0.83850
P 0.79316 1.15060 -0.44767
C 1.51646 1.73552 1.13420
C 2.22190 2.93229 1.26104
C 2.67241 3.36060 2.50000
C 2.41126 2.60065 3.63431
C 1.69713 1.41780 3.52277
C 1.25552 0.98484 2.27811
C 2.12800 1.34048 -1.67900
C 1.75388 1.33977 -3.02647
C 2.71019 1.37345 -4.02871
C 4.06121 1.38070 -3.70431
C 4.44388 1.35190 -2.37183
C 3.48510 1.33231 -1.36626
C -2.00139 3.89978 0.23998
C -2.90555 4.09533 1.29927
C -3.52615 5.31884 1.48600
C -3.27607 6.39114 0.64207
C -2.38578 6.20949 -0.40552
C -1.75866 4.99193 -0.61214
P -1.79026 -0.26837 0.03122
C -3.52056 -0.71572 0.48797
C -4.51944 -1.03276 -0.42653
C -5.79667 -1.35035 0.01037
C -6.09433 -1.35278 1.36609
C -5.10089 -1.05275 2.28516
C -3.82026 -0.74482 1.84929
C -1.93250 0.01081 -1.77131
C -2.62951 1.08829 -2.31732
C -2.68097 1.27277 -3.69125
C -2.04366 0.37503 -4.53866
C -1.36264 -0.71042 -4.00678
C -1.30593 -0.88697 -2.63104
H -3.03867 1.66418 0.69405
H -1.65027 1.44156 1.74380
H 0.37392 3.55251 -0.69133
H -0.50215 2.60469 -1.89908
H 2.42191 3.53867 0.38441
H 3.21967 4.29154 2.58276
H 2.75849 2.93782 4.60322
H 1.47207 0.82335 4.39973
H 0.69165 0.06015 2.20634
H 0.70282 1.28972 -3.29331
H 2.39986 1.37740 -5.06625
H 4.80935 1.39986 -4.48665
H 5.49465 1.34502 -2.10867
H 3.79828 1.30242 -0.32988
H -3.10797 3.29696 1.99769
H -4.21141 5.43236 2.31735
H -3.76421 7.34404 0.79687
H -2.17819 7.02551 -1.08752
H -1.09445 4.88338 -1.45703
H -4.29931 -1.05382 -1.48591
H -6.55969 -1.61022 -0.71314
H -7.08940 -1.61255 1.70481
H -5.30923 -1.09259 3.34683
H -3.03716 -0.57280 2.58028
H -3.13651 1.79236 -1.66860
H -3.22283 2.11683 -4.09973
H -2.08452 0.51823 -5.61138
H -0.87574 -1.42394 -4.65948
H -0.78172 -1.74650 -2.22579
S -1.85621 -6.23726 2.88300
Sb -2.61828 -4.16175 2.32533
S -0.64601 -2.63070 2.61039
S -2.02504 -3.73792 -0.05929
O 1.67664 -1.21228 0.47659
N 2.70468 -1.79265 1.06393
C 3.83170 -1.98253 0.35844
C 4.91829 -2.60357 0.93307
C 4.83910 -3.05121 2.24131
C 3.66016 -2.85558 2.94260
C 2.59802 -2.22279 2.33632
H 3.79104 -1.62331 -0.65794
H 5.80423 -2.75604 0.33384
H 5.67628 -3.55787 2.70104
H 3.53520 -3.21482 3.95377
H 1.61949 -2.09016 2.77753
Br 3.86312 -7.39895 -0.99143
C 2.63639 -6.00963 -0.53171
C 1.94334 -6.07681 0.66506
C 1.06382 -5.05605 1.00371
C 0.88032 -3.95838 0.16229
C 1.57512 -3.94231 -1.04842
C 2.45398 -4.95834 -1.40931
H 2.06635 -6.92723 1.32287
H 0.49908 -5.13707 1.92360
H 1.44952 -3.10740 -1.73757
H 2.98811 -4.92753 -2.35038
*
```

The calculation puts the LUMO energy at 2.1 eV. The gap between HOMO and LUMO is 5.65 eV.



Computed energies relative to the best structure, in eV: entry i 1.204; entry ii 0.000